Computed, not measured: a structure of composition C44H46BCl2N10O2S2W in a non-equilibrium geometry, with ωB97M-V with the def2-TZVPD basis set.

Geometry (Å):
1 W 0.64694 -0.44549 0.49846
2 Cl 3.33724 -5.25699 4.79646
3 C 2.25444 -4.25609 3.91126
4 C 2.75214 -3.49719 2.86086
5 C 1.88594 -2.68849 2.13756
6 N 2.18254 -1.84039 1.07006
7 C 3.44484 -1.74459 0.59526
8 O 4.41734 -2.42929 0.89406
9 C 3.57784 -0.63579 -0.38334
10 C 4.84814 -0.24139 -0.78224
11 C 4.99524 0.75761 -1.72394
12 C 3.82724 1.22441 -2.33044
13 C 2.60344 0.78351 -1.88804
14 N 2.43024 -0.06749 -0.84154
15 C 0.51204 -2.67429 2.46916
16 C 0.02034 -3.44039 3.50526
17 C 0.90504 -4.21759 4.24496
18 Cl 0.30794 -5.15479 5.55416
19 N -0.24946 -2.00389 1.48386
20 C -0.98716 -2.92719 0.76836
21 O -1.74156 -3.76329 1.22876
22 C -0.62416 -2.89939 -0.67774
23 C -1.05166 -3.93279 -1.50414
24 C -0.51786 -4.05409 -2.77054
25 C 0.45544 -3.13039 -3.15664
26 C 0.82974 -2.12939 -2.28764
27 N 0.31644 -1.98729 -1.05284
28 H 3.79774 -3.55799 2.60366
29 H 5.68824 -0.74289 -0.33244
30 H 5.96274 1.12751 -2.01914
31 H 3.87074 1.91821 -3.15494
32 H 1.71234 1.10401 -2.41434
33 H -1.03576 -3.46449 3.71946
34 H -1.78136 -4.62019 -1.10504
35 H -0.83436 -4.83839 -3.43624
36 H 0.91744 -3.18609 -4.12774
37 H 1.58554 -1.41349 -2.58524
38 C 4.97824 -0.59999 3.23346
39 N 3.73324 -0.80839 3.91936
40 C 3.59144 -1.53319 5.06646
41 C 2.30584 -1.38719 5.47466
42 N 1.65884 -0.57119 4.59656
43 B 0.38994 0.26191 4.96156
44 N -0.91946 -0.41249 4.46616
45 C -1.74736 -1.16689 5.24046
46 C -2.95786 -1.24729 4.63226
47 N -2.86536 -0.54269 3.46376
48 C -3.96986 -0.26609 2.58836
49 C -1.60516 -0.05859 3.37656
50 S -1.05086 0.94071 2.09676
51 C 2.53264 -0.26029 3.63406
52 S 2.25004 0.73761 2.26056
53 H 5.78174 -0.54789 3.96636
54 H 4.92674 0.33541 2.67936
55 H 5.18334 -1.41419 2.53636
56 H 4.41014 -2.06529 5.50356
57 H 1.81234 -1.78449 6.33526
58 H 0.33574 0.31761 6.14566
59 H 0.48604 1.31451 4.42196
60 H -1.41956 -1.57169 6.17296
61 H -3.86346 -1.73119 4.93076
62 H -4.29956 -1.18039 2.09336
63 H -3.66526 0.47171 1.84616
64 H -4.80076 0.13391 3.17116
65 C -5.97116 0.03351 -2.61494
66 C -4.62456 -0.05479 -3.34554
67 C -4.55026 -1.37989 -4.11814
68 C -4.52736 1.11601 -4.32894
69 C -3.49706 -0.04909 -2.33764
70 C -3.55126 -0.84829 -1.17964
71 C -2.48626 -0.87849 -0.31554
72 N -1.35756 -0.16489 -0.47114
73 C -1.35756 0.73081 -1.50224
74 C -2.37536 0.74291 -2.46554
75 C -0.34106 1.73401 -1.39384
76 C -0.27266 2.84871 -2.24024
77 C 0.61784 3.87251 -2.00184
78 C 1.42364 3.73291 -0.85344
79 C 1.33274 2.60961 -0.07304
80 N 0.50054 1.58321 -0.32214
81 C 0.75634 5.06391 -2.92124
82 C 2.09024 4.91631 -3.66904
83 C -0.37936 5.13631 -3.94594
84 C 0.75464 6.35321 -2.09174
85 H -6.76666 0.20851 -3.33384
86 H -5.96566 0.85261 -1.89934
87 H -6.19836 -0.88839 -2.08884
88 H -5.39566 -1.45899 -4.79594
89 H -4.57406 -2.22619 -3.43584
90 H -3.63346 -1.43139 -4.70104
91 H -5.39016 1.10761 -4.99084
92 H -3.64036 1.04331 -4.95374
93 H -4.51886 2.06661 -3.79894
94 H -4.42476 -1.43469 -0.94844
95 H -2.55496 -1.46639 0.58596
96 H -2.27786 1.40881 -3.30274
97 H -0.94096 2.89441 -3.08094
98 H 2.12854 4.49681 -0.57514
99 H 1.96794 2.51561 0.79956
100 H 2.08894 4.00631 -4.26634
101 H 2.92554 4.87661 -2.97464
102 H 2.23634 5.76081 -4.33704
103 H -0.34736 4.29471 -4.63374
104 H -0.28076 6.04301 -4.53674
105 H -1.34646 5.16091 -3.44964
106 H 1.63144 6.42111 -1.45544
107 H -0.13236 6.39521 -1.46414
108 H 0.75214 7.21631 -2.75164

As for the gap between HOMO and LUMO: 5.5 eV. The multiplicity is 1. The energy relative to the best compared isomer or geometry (same formula, charge and spin) comes out at 18.2 kcal per mole. Its charge is +1. The LUMO energy is -3.79 eV. For the HOMO energy, the calculation gives -9.3 eV.

Mulliken population analysis, charges in e, atoms 1 to 99:
1 W 1.48
2 Cl -0.20
3 C 0.13
4 C -0.76
5 C -0.26
6 N 0.55
7 C -0.20
8 O -0.79
9 C 0.44
10 C -0.68
11 C -1.07
12 C -1.03
13 C -0.35
14 N 0.17
15 C -0.37
16 C 0.11
17 C -0.61
18 Cl -0.22
19 N 0.98
20 C -0.40
21 O -0.73
22 C 0.59
23 C -0.95
24 C -0.74
25 C -1.08
26 C -0.03
27 N 0.56
28 H 0.76
29 H 0.62
30 H 0.48
31 H 0.55
32 H 0.77
33 H 0.82
34 H 0.62
35 H 0.53
36 H 0.52
37 H 0.42
38 C -0.87
39 N 0.46
40 C -0.89
41 C -0.56
42 N 0.56
43 B -0.40
44 N 0.36
45 C -0.53
46 C -0.72
47 N 0.41
48 C -1.01
49 C 0.38
50 S -0.47
51 C -0.08
52 S -0.37
53 H 0.41
54 H 0.29
55 H 0.34
56 H 0.52
57 H 0.66
58 H -0.18
59 H -0.02
60 H 0.57
61 H 0.52
62 H 0.38
63 H 0.25
64 H 0.43
65 C -1.71
66 C 1.91
67 C -1.57
68 C -2.04
69 C 0.61
70 C -1.02
71 C -1.47
72 N 1.06
73 C -0.40
74 C -0.85
75 C -0.15
76 C -0.47
77 C 0.51
78 C -1.22
79 C -0.29
80 N 0.50
81 C 1.79
82 C -1.58
83 C -2.08
84 C -1.71
85 H 0.48
86 H 0.36
87 H 0.39
88 H 0.42
89 H 0.38
90 H 0.35
91 H 0.46
92 H 0.37
93 H 0.45
94 H 0.56
95 H 0.54
96 H 0.52
97 H 0.54
98 H 0.48
99 H 0.10

=====

Computed, not measured: a cluster of 12 separate species, C44H46F5N7 in total, with ωB97M-V with the def2-TZVPD basis set.

Geometry (Å):
1 F -1.67729 -22.29833 20.07364
2 C -1.48662 -20.96908 20.23291
3 C -0.19650 -20.50672 20.39608
4 C 0.02192 -19.14634 20.50548
5 C -1.05230 -18.26941 20.45810
6 C -2.34352 -18.76209 20.30206
7 C -2.57162 -20.12200 20.18733
8 H 0.60898 -21.22961 20.45482
9 H 1.02549 -18.74755 20.56013
10 H -0.90848 -17.20064 20.54518
11 H -3.18542 -18.08224 20.33290
12 H -3.56490 -20.54362 20.10393
13 F 6.14327 -27.73352 22.20530
14 C 5.22506 -26.86348 21.75480
15 C 4.56619 -26.05406 22.66319
16 C 3.57433 -25.19449 22.21049
17 C 3.30396 -25.10326 20.85069
18 C 3.99321 -25.90171 19.95031
19 C 4.95406 -26.80321 20.40648
20 H 4.79085 -26.14420 23.71853
21 H 2.96850 -24.65585 22.92705
22 H 2.45926 -24.50260 20.53414
23 H 3.80739 -25.81425 18.88815
24 H 5.48564 -27.41524 19.68936
25 F 9.29736 -27.44091 16.13566
26 C 8.78433 -26.27036 16.56791
27 C 8.31691 -26.17026 17.86538
28 C 7.85889 -24.93814 18.31536
29 C 7.83306 -23.84512 17.46317
30 C 8.28702 -23.97640 16.15571
31 C 8.81635 -25.18082 15.71415
32 H 8.36298 -27.02721 18.52498
33 H 7.56040 -24.86250 19.35417
34 H 7.39641 -22.89857 17.75634
35 H 8.19436 -23.16400 15.44737
36 H 9.21492 -25.31969 14.71728
37 F 6.00188 -18.11168 18.71416
38 C 5.30757 -19.16396 19.21090
39 C 4.42918 -18.94313 20.24620
40 C 3.69767 -20.02220 20.72662
41 C 3.91156 -21.30635 20.24280
42 C 4.82644 -21.50059 19.21966
43 C 5.51753 -20.41504 18.68866
44 H 4.32465 -17.96838 20.70581
45 H 3.00732 -19.85507 21.54487
46 H 3.32684 -22.14534 20.60085
47 H 5.08652 -22.46126 18.78838
48 H 6.23018 -20.58531 17.89131
49 F 5.97551 -15.29518 16.79513
50 C 6.74970 -15.62934 15.73961
51 C 7.32136 -16.88650 15.72581
52 C 8.16650 -17.21822 14.67853
53 C 8.47564 -16.27175 13.70997
54 C 7.82943 -15.04370 13.70994
55 C 7.00401 -14.68270 14.76226
56 H 7.03820 -17.59852 16.49374
57 H 8.65998 -18.18127 14.67731
58 H 9.16271 -16.53089 12.91500
59 H 7.98513 -14.31874 12.92102
60 H 6.48872 -13.73261 14.80872
61 C 6.80670 -23.05963 21.62225
62 C 8.04225 -23.81178 21.80157
63 N 8.98612 -24.44573 21.95530
64 H 5.97967 -23.72870 21.86314
65 H 6.67061 -22.77141 20.58024
66 H 6.79556 -22.13610 22.19425
67 C 6.15898 -20.02909 13.62194
68 C 5.82198 -20.91938 14.72832
69 N 5.61642 -21.65217 15.58836
70 H 6.17379 -18.99188 13.93789
71 H 5.42740 -20.15606 12.82220
72 H 7.10906 -20.36206 13.20430
73 C 7.87707 -15.54440 19.18572
74 C 6.53474 -15.45734 19.75619
75 N 5.48910 -15.39542 20.22929
76 H 8.30913 -16.47085 19.56667
77 H 8.47594 -14.68835 19.48450
78 H 7.80690 -15.59867 18.10685
79 C 2.31350 -20.50164 16.97894
80 C 2.53247 -19.61040 15.84216
81 N 2.65901 -18.86234 14.98389
82 H 1.40965 -21.08894 16.82988
83 H 2.19960 -19.86042 17.85364
84 H 3.15314 -21.18704 17.06660
85 C 10.62943 -17.93334 16.79827
86 C 9.63461 -18.96317 17.08555
87 N 8.88941 -19.81525 17.26516
88 H 10.88468 -18.06878 15.74488
89 H 11.51440 -18.11792 17.40248
90 H 10.27381 -16.91315 16.90214
91 C 3.22129 -16.55198 17.39246
92 C 2.19989 -15.82358 18.12893
93 N 1.37779 -15.24484 18.68756
94 H 4.17915 -16.44873 17.90438
95 H 3.36718 -16.08713 16.41825
96 H 3.02185 -17.60974 17.28241
97 C 2.47189 -16.64959 25.27047
98 C 2.19084 -17.36784 24.02749
99 N 1.96047 -17.93782 23.05919
100 H 1.88019 -17.10605 26.06362
101 H 2.18784 -15.60538 25.18234
102 H 3.52867 -16.75706 25.50166

As for the gap between HOMO and LUMO: 9.2 eV. The multiplicity is 1. The energy relative to the best compared isomer or geometry (same formula, charge and spin) comes out at 1.8 kcal per mole. Its SMILES is Fc1ccccc1.Fc1ccccc1.Fc1ccccc1.Fc1ccccc1.Fc1ccccc1.CC#N.CC#N.CC#N.CC#N.CC#N.CC#N.CC#N. The LUMO energy is 0.18 eV. For the HOMO energy, the calculation gives -9.0 eV.

Mulliken population analysis, charges in e, atoms 1 to 99:
1 F -0.32
2 C 0.40
3 C -0.43
4 C -0.15
5 C -0.85
6 C -0.28
7 C -0.54
8 H 0.45
9 H 0.47
10 H 0.44
11 H 0.36
12 H 0.43
13 F -0.35
14 C 0.34
15 C -0.40
16 C -0.46
17 C -0.43
18 C -0.46
19 C -0.40
20 H 0.44
21 H 0.38
22 H 0.48
23 H 0.40
24 H 0.45
25 F -0.33
26 C 0.32
27 C -0.76
28 C -0.03
29 C -0.25
30 C -0.42
31 C -0.55
32 H 0.49
33 H 0.23
34 H 0.41
35 H 0.34
36 H 0.43
37 F 0.11
38 C -0.16
39 C -0.89
40 C -0.65
41 C -1.17
42 C -0.51
43 C 0.48
44 H 0.58
45 H 0.73
46 H 0.39
47 H 0.92
48 H 0.11
49 F -0.36
50 C -0.08
51 C 0.26
52 C -0.75
53 C -1.05
54 C -0.45
55 C -0.53
56 H 0.72
57 H 0.93
58 H 0.41
59 H 0.38
60 H 0.45
61 C 0.37
62 C 0.20
63 N -0.51
64 H -0.18
65 H -0.25
66 H 0.47
67 C -0.80
68 C 0.49
69 N -0.39
70 H 0.02
71 H 0.38
72 H 0.33
73 C -0.52
74 C 0.43
75 N -0.50
76 H 0.24
77 H 0.45
78 H -0.09
79 C 0.15
80 C 0.20
81 N -0.53
82 H 0.45
83 H -0.13
84 H -0.05
85 C -0.94
86 C 0.48
87 N -0.40
88 H 0.32
89 H 0.39
90 H 0.24
91 C 0.98
92 C 0.11
93 N -0.51
94 H -0.44
95 H 0.42
96 H -0.62
97 C -0.81
98 C 0.30
99 N -0.30

=====

> The highest gap between HOMO and LUMO belongs to which entry?

C44H46F5N7